This record from the Open Molecules 2025 dataset describes CH4BrClOP as an isolated structure. The level of theory is the ωB97M-V functional and the def2-TZVPD basis.

E_LUMO (alpha / beta) = -6.4 / -6.4 eV
E = -94994.0304 eV
E_HOMO (alpha / beta) = -15.491 / -15.489 eV
Net charge = +1

Each line ends with the natural charge from an NBO analysis.
Positions of all 9 atoms, in Å:
C (-0.456, -0.508, 1.122)  -0.891
O (1.769, 0.977, -1.024)  -0.814
P (-0.327, 0.069, -0.651)  1.270
Cl (-1.501, 1.478, -1.204)  -0.024
Br (-0.178, -1.361, -2.256)  0.095
H (-1.604, -0.528, 1.224)  0.291
H (0.081, 0.181, 1.729)  0.293
H (-0.085, -1.494, 1.215)  0.291
H (2.301, 1.186, -0.156)  0.489

Cartesian forces, eV/Å:
C -2.87 0.58 -2.16
O -2.52 -1.12 2.50
P 5.42 0.51 -0.52
Cl -0.42 0.39 0.23
Br -0.19 0.46 1.02
H 1.70 0.19 0.46
H 0.10 0.74 0.53
H 0.54 -1.07 -0.14
H -1.76 -0.67 -1.92